(1)
Density functional theory data (ωB97M-V/def2-TZVPD) for a molecular structure, C54H57ClN5O3PtS.

Properties
energy above the lowest of the compared OMol25 structures with the same formula, charge and spin: 8.862 eV
energy: -3568.98591 Ha
highest occupied orbital energy: -0.1245 Eh
gap between HOMO and LUMO: 5.85 eV
total charge: -1

Each line ends with the Löwdin charge.
Atoms and positions in Å:
Pt (-0.2007, 0.0429, 0.4878)  0.915
C (-4.7738, 1.3354, -1.5841)  -0.050
N (-4.0282, 0.0949, -1.5626)  -0.080
C (-4.4850, -1.0187, -2.3853)  -0.150
C (-3.3444, -2.8798, -2.6024)  -0.059
N (-2.2296, -1.2586, -1.0513)  0.021
C (-2.8665, -0.0560, -0.9166)  -0.655
S (-2.1847, 1.1547, 0.0646)  0.732
C (-1.4136, -3.3740, -0.0026)  -0.078
C (-1.7471, -4.8268, 0.4309)  -0.075
C (-1.2205, -5.0314, 1.9450)  -0.122
C (-1.5231, -4.1964, 3.1303)  -0.026
C (-1.1691, -2.9157, 3.1305)  -0.082
N (-0.6146, -2.3355, 1.9791)  -0.122
H (-5.7032, 1.2317, -1.0194)  0.095
H (-5.0108, 1.6106, -2.6141)  0.091
H (-4.1777, 2.1258, -1.1368)  0.040
H (-5.4201, -0.7249, -2.8564)  0.147
H (-3.1745, -3.8565, -3.0330)  0.142
H (-2.6984, -5.2556, 0.1143)  0.123
H (-1.2237, -6.0901, 2.2034)  0.133
H (-1.9410, -4.6449, 4.0243)  0.101
H (-1.2629, -2.2545, 3.9848)  0.118
C (-4.9066, -0.8867, 2.2538)  -0.057
C (-4.0781, -2.1632, 2.0854)  -0.377
C (-4.8176, -3.3857, 2.6215)  -0.065
C (-3.6493, -2.3144, 0.6354)  -0.101
C (-4.6086, -2.5574, -0.2608)  -0.002
C (-4.5529, -2.4724, -1.7474)  -0.149
C (-3.3878, -1.5123, -3.2799)  -0.081
C (-2.2582, -1.8990, -2.3531)  -0.309
C (-0.9617, -1.9642, -3.1667)  -0.328
C (-0.3952, -0.5549, -3.3117)  -0.053
C (0.1117, -2.9286, -2.6937)  -0.057
C (-2.1778, -2.1317, 0.2351)  -0.294
N (-1.3963, -1.3500, 1.3029)  -0.128
C (-0.1773, -3.2184, 0.8375)  -0.217
C (1.1125, -2.4318, 1.1613)  -0.118
N (1.4070, -1.1899, 0.9039)  -0.033
C (2.7381, -0.7005, 1.0922)  -0.168
C (3.7025, -1.0381, 0.1191)  -0.138
C (4.9986, -0.5528, 0.2515)  -0.045
C (5.3615, 0.2324, 1.3311)  -0.085
C (4.4162, 0.5306, 2.2948)  -0.060
C (3.0971, 0.0823, 2.2035)  -0.137
C (2.1983, 0.5171, 3.3573)  -0.357
C (1.1290, -0.4596, 3.8318)  -0.071
C (1.5850, 1.8911, 3.0643)  -0.057
C (3.3820, -1.9254, -1.0724)  -0.357
C (3.1889, -1.0930, -2.3383)  -0.046
C (4.4420, -3.0088, -1.2923)  -0.059
C (2.0532, -3.4737, 1.7810)  -0.015
C (3.3785, -3.4753, 2.2288)  -0.009
C (4.0080, -4.7057, 2.4247)  -0.078
C (3.4019, -5.9308, 2.1281)  -0.027
C (2.0746, -5.9488, 1.7119)  -0.134
C (1.2817, -7.0682, 1.1416)  -0.023
C (0.1747, -6.8845, 0.3923)  -0.027
C (-0.3518, -5.5021, 0.0496)  -0.132
C (0.0884, -4.6332, 1.2139)  -0.296
C (1.4505, -4.7159, 1.6702)  -0.051
H (-5.1581, -0.7287, 3.3067)  0.075
H (-5.8390, -0.9427, 1.6844)  0.072
H (-4.3397, -0.0215, 1.9039)  0.057
H (-3.1846, -2.0185, 2.6745)  0.085
H (-5.7802, -3.5244, 2.1223)  0.068
H (-5.0131, -3.2745, 3.6918)  0.077
H (-4.2291, -4.2926, 2.4738)  0.068
H (-5.6153, -2.7026, 0.1258)  0.104
H (-5.4485, -2.9346, -2.1674)  0.136
H (-3.1831, -1.2051, -4.2957)  0.141
H (-1.2780, -2.3134, -4.1592)  0.134
H (-0.0814, -0.1558, -2.3458)  0.046
H (-1.1326, 0.1392, -3.7253)  0.083
H (0.4797, -0.5464, -3.9638)  0.081
H (0.4978, -2.6296, -1.7214)  0.060
H (0.9309, -2.9269, -3.4206)  0.075
H (-0.2799, -3.9398, -2.5951)  0.064
H (5.7380, -0.8024, -0.4996)  0.107
H (6.3757, 0.6017, 1.4246)  0.099
H (4.6963, 1.1314, 3.1532)  0.113
H (2.8877, 0.6437, 4.1994)  0.122
H (0.2725, -0.4840, 3.1617)  0.040
H (0.7790, -0.1300, 4.8148)  0.081
H (1.5143, -1.4766, 3.9360)  0.080
H (0.8631, 1.8196, 2.2499)  0.049
H (2.3519, 2.6033, 2.7576)  0.067
H (1.0797, 2.2802, 3.9530)  0.080
H (2.4467, -2.4391, -0.8675)  0.102
H (4.0761, -0.4843, -2.5375)  0.088
H (2.3393, -0.4160, -2.2569)  0.049
H (3.0248, -1.7459, -3.1996)  0.073
H (5.3906, -2.5872, -1.6335)  0.069
H (4.0986, -3.7031, -2.0626)  0.079
H (4.6269, -3.5776, -0.3793)  0.070
H (3.9392, -2.5683, 2.3890)  0.105
H (5.0383, -4.7047, 2.7597)  0.098
H (3.9828, -6.8443, 2.1957)  0.105
H (1.6679, -8.0746, 1.2699)  0.099
H (-0.2764, -7.7600, -0.0668)  0.101
H (-0.0179, -5.2089, -0.9481)  0.132
C (2.3819, 5.8799, 2.0751)  -0.033
C (2.2190, 6.0290, 0.5909)  -0.192
C (1.8824, 7.2408, 0.0147)  -0.080
C (1.7265, 7.3459, -1.3600)  -0.677
Cl (1.3024, 8.8940, -2.0562)  0.610
C (1.8947, 6.2490, -2.1765)  -0.105
C (2.2345, 5.0216, -1.6171)  0.015
C (2.4056, 4.9134, -0.2417)  -0.222
O (2.7556, 3.7719, 0.3947)  -0.032
C (3.0514, 2.6294, -0.4069)  -0.073
C (1.8134, 1.9704, -1.0432)  -0.630
O (1.8055, 1.8162, -2.2621)  0.012
O (0.8809, 1.6987, -0.2156)  -0.230
H (2.2121, 6.8313, 2.5791)  0.074
H (3.3826, 5.5211, 2.3236)  0.085
H (1.6807, 5.1420, 2.4672)  0.081
H (1.7369, 8.1127, 0.6402)  0.105
H (1.7551, 6.3387, -3.2452)  0.103
H (2.3350, 4.1553, -2.2569)  0.104
H (3.4970, 1.9158, 0.2819)  0.102
H (3.7701, 2.8879, -1.1879)  0.131

***

(2)
Density functional theory data (ωB97M-V/def2-TZVPD) for a molecular structure, C15H31CaIP2.

Properties
energy above the lowest of the compared OMol25 structures with the same formula, charge and spin: 0.000 eV
energy: -2247.74794 Ha
highest occupied orbital energy (spin up / spin down): -0.1329 / -0.1364 Eh
gap between HOMO and LUMO (spin up / spin down): 3.56 / 3.50 eV

Each line ends with the Löwdin charge.
Atoms and positions in Å:
P (2.7351, 1.4753, 0.2229)  0.879
P (1.4254, -2.6638, 0.5027)  0.255
C (1.1315, 0.5403, 0.3664)  -0.437
C (0.9474, -0.8787, 1.0126)  -0.439
H (0.8285, 0.7406, -0.6909)  -0.062
H (0.4532, 1.1812, 1.0054)  0.076
H (1.4511, -0.7833, 1.9788)  0.069
H (-0.1346, -0.9864, 1.2378)  0.025
C (0.4729, -3.5071, -0.7564)  -0.387
H (1.0866, -4.4214, -0.8355)  0.031
H (0.4124, -3.0621, -1.7694)  0.017
H (-0.5059, -3.8251, -0.3906)  0.010
C (0.6260, -3.4109, 1.9575)  -0.297
H (-0.4053, -3.6985, 1.6982)  0.038
H (0.5752, -2.7637, 2.8261)  0.040
H (1.1889, -4.2741, 2.2708)  0.020
C (2.4358, 2.4602, -1.2751)  -0.210
H (3.3748, 3.0031, -1.4425)  0.055
H (1.5754, 3.1598, -1.1382)  0.072
H (2.2386, 1.7607, -2.1271)  0.047
C (2.4244, 2.5407, 1.6058)  -0.197
H (2.1444, 1.9417, 2.4794)  0.072
H (1.6190, 3.2445, 1.3867)  0.068
H (3.3515, 3.0810, 1.8097)  0.059
Ca (-0.5617, -0.5963, -1.3871)  1.021
C (-2.4932, -0.8490, 0.4743)  -0.194
C (-2.5520, -1.2852, -0.8128)  -0.343
C (-3.0449, -0.4696, -2.0363)  -0.242
C (-2.8820, 1.0853, -2.0787)  -0.219
C (-1.6028, 1.6313, -1.4302)  -0.338
C (-1.5469, 1.9326, -0.1002)  -0.223
C (-2.6146, 1.7179, 0.9169)  -0.220
C (-3.3208, 0.3234, 0.9372)  -0.196
C (4.2913, 0.6217, -0.0590)  -0.187
H (-2.2887, -1.5870, 1.2668)  0.105
H (-2.0733, -2.2568, -1.0954)  0.073
H (-4.1037, -0.7298, -2.1710)  0.109
H (-2.5133, -0.8762, -2.9524)  0.101
H (-2.8907, 1.4071, -3.1335)  0.105
H (-3.8089, 1.5429, -1.7083)  0.105
H (-0.9303, 2.1683, -2.1280)  0.071
H (-0.7971, 2.6799, 0.2159)  0.083
H (-3.4219, 2.4778, 0.9288)  0.105
H (-2.0825, 1.8426, 1.8782)  0.099
H (-3.6319, 0.1626, 1.9900)  0.108
H (-4.2800, 0.4334, 0.3951)  0.108
H (4.4524, -0.2082, 0.6046)  0.003
H (5.1649, 1.2865, 0.0590)  0.066
H (4.3367, 0.1520, -1.0768)  0.087
I (3.7439, -3.4614, 0.5675)  0.012

***

(3)
Density functional theory data (ωB97M-V/def2-TZVPD) for 8 unconnected molecules or ions with the total composition C34H47BN8O2.

Properties
energy: -1937.16346 Ha
SMILES string: CCB(O)[C@H]1CCNC1=O.c1cc[nH]c1.c1cc[nH]c1.c1cc[nH]c1.c1cc[nH]c1.c1cc[nH]c1.c1cc[nH]c1.c1cc[nH]c1
highest occupied orbital energy: -0.2948 Eh
gap between HOMO and LUMO: 7.90 eV

Each line ends with the Löwdin charge.
Atoms and positions in Å:
C (-1.0761, 4.2552, -1.2011)  -0.095
C (-0.8744, 4.3650, 0.3216)  -0.147
B (-1.2243, 3.0472, 1.1026)  -0.462
O (-2.1016, 3.0427, 2.1512)  0.163
C (-0.6403, 1.6164, 0.7714)  -0.126
C (-1.4240, 0.6470, -0.1332)  -0.117
C (-0.4782, -0.5633, -0.1163)  -0.189
N (0.8566, 0.0684, -0.2727)  0.069
C (0.6985, 1.4425, 0.0980)  -0.422
O (1.5260, 2.2799, -0.1757)  0.070
H (-0.4820, 3.4341, -1.6165)  0.069
H (-2.1278, 4.0996, -1.4574)  0.079
H (-0.7425, 5.1681, -1.7057)  0.070
H (-1.4860, 5.1915, 0.7144)  0.106
H (0.1667, 4.6391, 0.5297)  0.068
H (-2.5327, 3.9008, 2.2641)  0.109
H (-0.5228, 1.0880, 1.7348)  0.157
H (-2.4565, 0.4469, 0.1502)  0.123
H (-1.3690, 1.0557, -1.1526)  0.128
H (-0.7010, -1.2806, -0.9077)  0.110
H (-0.5681, -1.0243, 0.8780)  0.116
H (1.5414, -0.3088, 0.3763)  0.132
N (-0.4573, -4.3974, 0.9272)  0.021
C (-1.7418, -4.2511, 0.4915)  -0.137
C (-2.5731, -4.5768, 1.5326)  -0.140
C (-1.7552, -4.9329, 2.6410)  -0.098
C (-0.4538, -4.8100, 2.2345)  -0.147
H (0.3623, -4.2272, 0.3726)  0.139
H (-1.9580, -3.9316, -0.5144)  0.109
H (-3.6517, -4.5665, 1.5070)  0.089
H (-2.0851, -5.2405, 3.6190)  0.100
H (0.4700, -4.9706, 2.7652)  0.110
N (-3.5221, -7.8844, 1.0084)  0.011
C (-4.4773, -8.1329, 0.0619)  -0.142
C (-4.8216, -9.4558, 0.1483)  -0.112
C (-4.0416, -10.0277, 1.1897)  -0.113
C (-3.2510, -9.0322, 1.6996)  -0.144
H (-3.0840, -6.9940, 1.1711)  0.101
H (-4.8321, -7.3536, -0.5908)  0.094
H (-5.5503, -9.9579, -0.4654)  0.089
H (-4.0596, -11.0511, 1.5246)  0.089
H (-2.5229, -9.0439, 2.4925)  0.103
N (1.9584, 3.5020, 2.8075)  0.019
C (1.8422, 2.6728, 3.8892)  -0.143
C (1.4545, 3.4330, 4.9608)  -0.109
C (1.3359, 4.7745, 4.5057)  -0.105
C (1.6550, 4.7836, 3.1733)  -0.139
H (2.2297, 3.2166, 1.8814)  0.116
H (2.0444, 1.6183, 3.8072)  0.103
H (1.2787, 3.0701, 5.9595)  0.089
H (1.0532, 5.6335, 5.0907)  0.090
H (1.6950, 5.5886, 2.4588)  0.105
N (2.0570, -7.1097, 1.2775)  0.003
C (2.6470, -8.2475, 1.7543)  -0.137
C (3.8253, -8.4238, 1.0801)  -0.108
C (3.9516, -7.3494, 0.1583)  -0.110
C (2.8448, -6.5574, 0.3037)  -0.150
H (1.1773, -6.7415, 1.5906)  0.104
H (2.1811, -8.8323, 2.5286)  0.107
H (4.5199, -9.2331, 1.2286)  0.091
H (4.7602, -7.1806, -0.5327)  0.091
H (2.5563, -5.6534, -0.2056)  0.094
N (2.9367, 4.7957, -0.8959)  0.030
C (2.3543, 6.0301, -0.8313)  -0.138
C (3.2890, 6.9608, -1.2065)  -0.127
C (4.4857, 6.2543, -1.5113)  -0.121
C (4.2306, 4.9220, -1.3099)  -0.127
H (2.4835, 3.9227, -0.6703)  0.091
H (1.3277, 6.1472, -0.5295)  0.093
H (3.1335, 8.0264, -1.2532)  0.094
H (5.4244, 6.6736, -1.8357)  0.089
H (4.8618, 4.0578, -1.4253)  0.109
N (3.8500, 8.5456, -4.0858)  0.010
C (2.9094, 9.1544, -4.8672)  -0.142
C (3.4832, 10.2639, -5.4315)  -0.118
C (4.8262, 10.3240, -4.9703)  -0.117
C (5.0197, 9.2488, -4.1427)  -0.145
H (3.7037, 7.7080, -3.5471)  0.102
H (1.9159, 8.7498, -4.9559)  0.104
H (2.9959, 10.9546, -6.0990)  0.086
H (5.5634, 11.0695, -5.2171)  0.087
H (5.8880, 8.9283, -3.5929)  0.102
N (-4.7474, -2.7059, -0.4954)  0.006
C (-5.1899, -1.6261, -1.2098)  -0.143
C (-5.6214, -2.0775, -2.4284)  -0.107
C (-5.4343, -3.4866, -2.4487)  -0.103
C (-4.8955, -3.8439, -1.2418)  -0.152
H (-4.3696, -2.6685, 0.4339)  0.122
H (-5.1631, -0.6340, -0.7927)  0.102
H (-6.0286, -1.4677, -3.2171)  0.091
H (-5.6703, -4.1593, -3.2558)  0.092
H (-4.6061, -4.8055, -0.8529)  0.088

***

Q: Which value of energy does entry 3 give?
A: -1937.16346 Ha

***

Q: Which value of energy does entry 3 give?
A: -1937.16346 Ha

***

Q: Which value of energy does entry 1 give?
A: -3568.98591 Ha

***

Q: What is the energy in the second record?
A: -2247.74794 Ha